Entry 1:
{
  "formula": "C3H8NO2",
  "method": "ωB97M-V with the def2-TZVPD basis set",
  "symbols": ["N", "C", "O", "C", "C", "O", "H", "H", "H", "H", "H", "H", "H", "H"],
  "positions_angstrom": [[-1.730054, 0.950576, -0.669693], [-1.421578, -0.195564, 0.536840], [-2.348378, -0.609059, 1.133536], [0.051314, -0.478084, 0.646109], [1.541835, -0.536480, -0.489529], [2.343092, 0.401355, -0.001964], [-2.707469, 1.224533, -0.613776], [-1.461945, 0.436672, -1.505795], [-0.913499, 1.592639, -0.433182], [0.491615, 0.250325, 1.347579], [0.075026, -1.364750, 1.278781], [1.824507, -1.561266, -0.527280], [1.355300, -0.120922, -1.446818], [2.900236, 0.010028, 0.745197]],
  "forces_ev_per_a": [[2.6, -1.1, 1.8], [-0.2, -0.5, -0.1], [0.9, 0.7, -0.9], [1.6, -0.3, -0.1], [-3.6, 0.9, 0.5], [3.1, -0.4, 3.0], [0.2, 0.6, -0.2], [-0.4, 0.3, -0.4], [-2.0, -0.1, -0.7], [-0.5, 0.3, -0.4], [0.0, -0.4, -0.3], [0.4, -0.7, 0.3], [-1.2, -0.4, -1.2], [-0.9, 1.1, -1.3]],
  "smiles": "[NH3+]C(=O)CCO",
  "charge": 1,
  "homo_lumo_gap_ev": 10.7051,
  "e_homo_ha": -0.5396
}


Entry 2:
{
  "formula": "C41H93FN6O9P",
  "method": "ωB97M-V with the def2-TZVPD basis set",
  "symbols": ["C", "C", "C", "C", "C", "C", "C", "P", "C", "C", "C", "F", "C", "N", "C", "C", "O", "C", "N", "C", "C", "C", "H", "H", "H", "H", "H", "H", "H", "H", "H", "H", "H", "H", "H", "H", "H", "H", "H", "H", "H", "H", "H", "H", "H", "H", "H", "H", "H", "H", "H", "H", "H", "H", "H", "C", "O", "C", "C", "N", "C", "C", "O", "C", "H", "H", "H", "H", "H", "H", "H", "H", "H", "H", "H", "H", "H", "H", "H", "C", "O", "C", "C", "N", "C", "C", "O", "C", "H", "H", "H", "H", "H", "H", "H", "H", "H", "H", "H", "H", "H", "H", "H", "C", "O", "C", "C", "N", "C", "C", "O", "C", "H", "H", "H", "H", "H", "H", "H", "H", "H", "H", "H", "H", "H", "H", "H", "C", "O", "C", "C", "N", "C", "C", "O", "C", "H", "H", "H", "H", "H", "H", "H", "H", "H", "H", "H", "H", "H", "H", "H"],
  "positions_angstrom": [[2.337036, -3.299807, 4.097634], [2.909488, -3.827603, 2.638825], [2.264219, -3.054215, 1.342548], [1.199808, -3.996231, 0.470972], [0.230834, -2.985455, -0.393529], [-1.374218, -3.165019, -0.117248], [-1.969098, -2.256862, 1.121182], [-1.614447, -0.419547, 0.757662], [0.045217, 0.185123, 1.481322], [-1.850076, 0.048763, -1.075350], [-1.349590, -2.705203, 2.608911], [-1.486527, -1.761068, 3.741428], [-1.998719, -4.236774, 2.780769], [-3.189613, -4.109897, 2.082116], [-3.525827, -2.736519, 1.461025], [-4.400429, -3.248354, 0.130465], [-5.774770, -3.582049, 0.547087], [-6.764787, -3.274686, -0.497140], [-4.264619, -2.085054, 2.604783], [-4.727168, -0.832233, 2.302788], [-5.933160, -0.442153, 1.264598], [-4.033071, 0.450315, 3.122045], [2.078628, -2.155285, 4.119510], [1.397517, -3.948303, 4.396505], [3.158043, -3.493425, 4.937096], [4.096524, -3.723587, 2.704845], [2.715145, -5.004662, 2.624695], [1.653600, -2.128374, 1.748259], [3.133942, -2.615243, 0.679742], [0.557078, -4.671252, 1.181263], [1.885310, -4.674435, -0.225150], [0.404546, -3.274474, -1.538855], [0.642311, -1.897051, -0.274590], [-1.555307, -4.336465, 0.024858], [-1.923606, -2.906850, -1.145277], [0.907923, 0.085180, 0.662392], [-0.057867, 1.360302, 1.660293], [0.370080, -0.344531, 2.487751], [-2.883862, 0.623707, -1.227247], [-1.023008, 0.819657, -1.458588], [-1.831113, -0.841440, -1.833863], [-0.195389, -2.968267, 2.656883], [-1.551742, -5.178183, 3.324528], [-3.904087, -4.881570, 1.919256], [-3.937599, -4.251837, -0.311432], [-4.330698, -2.354675, -0.639239], [-7.212877, -4.264993, -0.980121], [-7.638123, -2.661536, 0.005645], [-6.364673, -2.629072, -1.387533], [-6.358363, 0.607666, 1.621221], [-6.827116, -1.211573, 1.436953], [-5.646044, -0.475155, 0.130570], [-4.550503, 0.672231, 4.147514], [-2.876539, 0.332019, 3.253955], [-4.202834, 1.391487, 2.410169], [6.513027, 2.472125, -2.519514], [7.020221, 1.285180, -1.922172], [7.970408, 1.536703, -0.880852], [7.378885, 1.174680, 0.493063], [6.335031, 2.123337, 0.889757], [5.546052, 1.686654, 2.047859], [4.723512, 0.389714, 1.900157], [3.635556, 0.491499, 0.979595], [3.989563, 0.281103, -0.380205], [5.947555, 2.188813, -3.410320], [5.833240, 2.988999, -1.837585], [7.323274, 3.142388, -2.819848], [8.348051, 2.566158, -0.900352], [8.821390, 0.873079, -1.071687], [8.179328, 1.186376, 1.243488], [6.986762, 0.157242, 0.425046], [5.694992, 2.260737, 0.107410], [4.848581, 2.501540, 2.272678], [6.210082, 1.595378, 2.915201], [4.265220, 0.188308, 2.875709], [5.344906, -0.484196, 1.678114], [4.810114, -0.434898, -0.494095], [4.243670, 1.233187, -0.849561], [3.115631, -0.112926, -0.904051], [-3.291978, 3.917827, -6.043492], [-2.647546, 5.046170, -5.465174], [-3.553943, 5.945266, -4.816688], [-3.366427, 5.897897, -3.289862], [-3.849346, 4.631368, -2.733406], [-3.454319, 4.408124, -1.337521], [-1.945278, 4.306419, -1.032734], [-1.318109, 3.143643, -1.576842], [-0.914711, 3.269097, -2.933372], [-2.563039, 3.392137, -6.664667], [-3.635458, 3.228388, -5.268255], [-4.132506, 4.221145, -6.673939], [-4.597210, 5.763918, -5.102132], [-3.291233, 6.951684, -5.161788], [-3.922575, 6.726381, -2.833466], [-2.303392, 6.043239, -3.083955], [-3.481290, 3.860608, -3.291132], [-3.922110, 3.465971, -1.029999], [-3.895648, 5.194305, -0.714067], [-1.843851, 4.213264, 0.055076], [-1.394975, 5.213007, -1.305527], [-0.614957, 4.290705, -3.189103], [-1.715458, 2.928290, -3.592146], [-0.059587, 2.609542, -3.098233], [4.247901, -9.654933, -3.056009], [3.163033, -9.441017, -3.950550], [2.041768, -10.294235, -3.695114], [0.860575, -9.484535, -3.131402], [1.130342, -9.031129, -1.764435], [0.174023, -8.032790, -1.271331], [0.103312, -6.685140, -2.019182], [1.276535, -5.881102, -1.883119], [2.319225, -6.197013, -2.795063], [5.112320, -9.103296, -3.432887], [4.010253, -9.272147, -2.060370], [4.509982, -10.715011, -2.996846], [2.299922, -11.139219, -3.045400], [1.740550, -10.707696, -4.664292], [-0.038605, -10.113390, -3.130719], [0.689005, -8.640736, -3.803812], [2.062346, -8.618021, -1.728319], [0.451827, -7.824539, -0.231857], [-0.825293, -8.482403, -1.243701], [-0.705395, -6.105354, -1.558596], [-0.175023, -6.798027, -3.072243], [1.940159, -6.551268, -3.759296], [2.989347, -6.935777, -2.351787], [2.906946, -5.292731, -2.969099], [1.400675, 8.164716, 4.594998], [0.338585, 7.249102, 4.832727], [-0.863085, 7.881400, 5.287321], [-1.951499, 7.823845, 4.200746], [-1.628845, 8.707007, 3.076972], [-2.474565, 8.496786, 1.895895], [-2.410402, 7.115430, 1.211658], [-1.159918, 6.835946, 0.579501], [-0.160404, 6.320219, 1.447625], [2.315148, 7.589172, 4.433606], [1.209268, 8.754875, 3.695346], [1.552596, 8.826973, 5.451904], [-0.689622, 8.907841, 5.632429], [-1.210682, 7.301337, 6.149696], [-2.910603, 8.131572, 4.635954], [-2.039087, 6.784060, 3.877106], [-0.659087, 8.553334, 2.800296], [-2.170981, 9.249481, 1.159461], [-3.514675, 8.719939, 2.160321], [-3.152553, 7.123077, 0.404533], [-2.704775, 6.297597, 1.877725], [-0.579314, 5.706553, 2.251903], [0.432606, 7.138886, 1.859269], [0.516273, 5.697297, 0.858129]],
  "forces_ev_per_a": [[0.3, -0.6, 0.2], [0.7, -0.4, 0.9], [-0.5, -0.1, 0.8], [1.3, 1.0, 0.1], [0.6, -0.9, -1.1], [0.5, -0.9, -0.6], [0.6, -1.2, 0.7], [-1.6, 1.4, 1.0], [1.7, 0.6, -0.8], [0.3, 0.4, -2.0], [2.7, -1.3, 0.2], [-0.4, -2.4, -2.7], [-4.2, 3.0, -1.9], [3.3, -2.0, 2.5], [-1.6, -2.2, -0.2], [0.3, 0.3, -0.1], [1.2, 1.4, -1.9], [-1.4, 0.0, -0.7], [1.6, 3.9, -3.2], [1.0, -0.6, 0.8], [-0.5, -0.3, 1.0], [-1.0, 0.4, -0.5], [0.4, -2.2, -0.2], [1.7, 1.5, -0.5], [-1.8, 0.4, -1.8], [-2.6, -0.1, -0.5], [0.3, 2.5, -0.3], [1.4, -1.7, -0.8], [-1.9, -1.0, 1.1], [1.3, 1.1, -1.2], [-2.0, 1.4, 1.6], [-0.5, 0.7, 2.4], [-1.1, -2.0, -0.1], [0.3, 2.5, -0.2], [1.0, -0.3, 2.5], [-1.6, 0.1, 2.0], [0.0, -2.7, -0.3], [-0.9, 1.1, -2.2], [2.3, -1.3, 0.6], [-1.7, -1.7, 1.2], [0.0, 1.5, 1.4], [-2.2, 1.0, -0.6], [-1.2, 1.9, -1.3], [1.3, 1.1, 0.5], [-0.6, 2.3, 0.7], [-0.4, -1.9, 1.3], [1.0, 2.0, 1.2], [1.7, -1.4, -1.0], [-0.4, -1.2, 1.8], [1.2, -2.1, -1.1], [2.2, 1.5, -0.4], [-0.4, 0.3, 2.2], [0.9, -0.5, -1.9], [-2.5, -0.2, -0.2], [0.3, -2.0, 1.6], [0.0, -0.4, 0.0], [0.1, 0.5, 0.1], [-0.1, -0.6, 0.4], [0.0, 0.6, -0.5], [-0.2, -0.3, -0.1], [-0.2, 0.1, -0.4], [-0.2, 0.4, 0.4], [0.4, -0.3, 0.0], [-0.3, 0.2, 0.1], [0.1, -0.1, 0.1], [0.0, 0.2, 0.0], [-0.1, 0.0, 0.1], [-0.3, -0.1, 0.0], [-0.1, 0.1, 0.0], [-0.1, 0.0, -0.1], [0.2, -0.2, -0.1], [0.3, 0.0, 0.3], [0.0, -0.2, 0.1], [0.0, -0.1, -0.1], [0.0, 0.0, -0.1], [0.0, 0.0, -0.2], [0.0, 0.1, 0.0], [0.2, -0.1, -0.2], [0.0, 0.0, 0.1], [0.4, 0.2, 0.0], [-0.6, -0.2, -0.1], [0.5, 0.3, 0.5], [-0.3, -0.4, -0.5], [0.3, 0.0, 0.0], [0.2, -0.2, -0.3], [-0.3, -0.1, 0.3], [0.0, 0.4, -0.1], [0.0, -0.2, 0.1], [0.0, 0.1, 0.1], [-0.2, -0.1, 0.0], [0.0, -0.1, 0.1], [0.1, -0.2, 0.1], [0.0, -0.1, 0.1], [0.1, -0.1, 0.0], [0.1, 0.2, -0.1], [-0.1, 0.3, 0.2], [0.1, 0.0, 0.1], [0.1, 0.0, -0.1], [0.0, 0.0, -0.1], [-0.1, -0.1, -0.1], [-0.1, -0.1, 0.0], [0.0, 0.2, -0.2], [0.0, 0.0, 0.1], [-0.1, 0.2, -0.3], [0.0, -0.4, 0.4], [-0.5, 0.4, -0.3], [0.6, -0.3, 0.2], [0.0, 0.3, -0.1], [0.4, 0.0, -0.1], [-0.1, 0.0, 0.5], [-0.4, -0.4, -0.5], [0.2, 0.1, 0.1], [-0.2, 0.0, 0.0], [0.1, -0.1, 0.2], [0.0, 0.0, 0.1], [0.0, 0.2, 0.1], [0.0, 0.0, 0.1], [0.1, 0.1, 0.0], [-0.1, 0.0, -0.3], [-0.3, -0.2, 0.0], [-0.1, 0.1, -0.1], [0.0, 0.0, -0.1], [0.1, 0.0, 0.0], [0.2, -0.1, 0.0], [0.0, -0.1, 0.2], [0.1, -0.1, -0.2], [-0.1, 0.0, 0.0], [0.0, -0.3, 0.0], [0.0, 0.5, 0.1], [-0.5, -0.5, -0.2], [0.6, 0.4, 0.2], [0.0, -0.3, -0.1], [0.4, 0.0, 0.0], [-0.1, 0.5, -0.3], [-0.4, -0.1, 0.5], [0.1, 0.1, -0.3], [-0.2, 0.0, 0.0], [0.1, 0.2, 0.0], [0.0, 0.0, -0.1], [0.1, -0.1, -0.2], [0.0, 0.1, -0.1], [0.1, 0.0, -0.1], [-0.1, -0.2, 0.2], [-0.4, 0.1, 0.2], [-0.1, -0.1, 0.0], [0.1, -0.1, 0.0], [0.1, 0.0, 0.0], [0.2, 0.0, 0.1], [0.0, 0.1, 0.0], [0.1, -0.1, 0.2], [-0.1, 0.0, -0.1]],
  "charge": 1,
  "homo_lumo_gap_ev": 5.8335,
  "e_homo_ha": -0.3705
}


Entry 3:
{
  "formula": "C19H27NO3",
  "method": "ωB97M-V with the def2-TZVPD basis set",
  "symbols": ["C", "C", "C", "C", "O", "N", "C", "C", "C", "C", "C", "O", "C", "C", "C", "C", "C", "O", "C", "C", "C", "C", "C", "H", "H", "H", "H", "H", "H", "H", "H", "H", "H", "H", "H", "H", "H", "H", "H", "H", "H", "H", "H", "H", "H", "H", "H", "H", "H", "H"],
  "positions_angstrom": [[-5.188368, -2.723317, -0.112041], [-3.878832, -2.160469, 0.426451], [-3.111103, -1.396018, -0.657071], [-1.795384, -0.869975, -0.117626], [-0.754443, -1.478870, -0.295123], [-1.822996, 0.265988, 0.622997], [-2.937489, 1.161979, 0.829624], [-2.741717, 2.441669, 0.014638], [-1.403904, 3.095820, 0.356394], [-0.249056, 2.097311, 0.217490], [0.001827, 1.728821, -1.244351], [-0.672441, 2.194901, -2.137452], [1.085005, 0.760192, -1.527187], [0.979610, 0.020889, -2.701929], [1.944985, -0.916078, -3.019217], [3.019853, -1.115762, -2.179628], [3.147687, -0.374728, -1.000844], [4.262601, -0.638640, -0.271923], [4.415614, -0.106204, 1.036834], [3.495526, -0.821419, 2.026574], [5.882558, -0.304097, 1.405121], [2.176080, 0.564359, -0.680460], [-0.565034, 0.841265, 1.045557], [-5.833512, -1.922028, -0.467109], [-5.716263, -3.269654, 0.665999], [-4.998956, -3.401819, -0.940348], [-4.085039, -1.503199, 1.274496], [-3.249952, -2.976187, 0.787908], [-2.861177, -2.086115, -1.464722], [-3.721239, -0.593467, -1.072195], [-2.972316, 1.409213, 1.898993], [-3.876839, 0.682383, 0.565010], [-2.756435, 2.198919, -1.047997], [-3.558576, 3.135086, 0.220842], [-1.428427, 3.466929, 1.384526], [-1.233841, 3.942158, -0.310510], [0.666932, 2.554543, 0.606115], [0.127208, 0.183820, -3.342629], [1.856994, -1.497795, -3.924298], [3.783958, -1.842218, -2.407626], [4.195958, 0.972020, 1.028964], [3.781988, -1.867655, 2.099270], [2.460783, -0.776642, 1.694924], [3.573354, -0.363165, 3.008915], [6.073054, 0.084583, 2.401377], [6.519081, 0.213164, 0.692311], [6.126322, -1.362633, 1.380870], [2.272874, 1.164597, 0.209977], [-0.637348, 1.111821, 2.105395], [0.200833, 0.075726, 0.914715]],
  "forces_ev_per_a": [[0.2, 0.1, 0.2], [-0.1, 0.0, -0.2], [0.1, -0.1, 0.1], [-0.3, -0.3, -0.2], [0.1, -0.3, -0.1], [0.2, 0.3, 0.3], [-0.3, 0.3, -0.2], [0.0, 0.0, 0.2], [0.1, 0.0, -0.3], [-0.3, 0.2, 0.1], [0.0, 0.3, 0.3], [0.1, 0.0, 0.0], [0.4, -0.5, -0.7], [-0.1, 0.2, 0.2], [0.0, 0.0, 0.0], [0.1, 0.1, 0.2], [-0.2, -0.1, -0.3], [0.1, -0.1, -0.1], [0.1, 0.1, 0.5], [0.1, 0.2, -0.4], [-0.4, 0.1, -0.3], [0.1, 0.1, 0.1], [0.5, -0.1, 0.0], [-0.1, 0.0, -0.1], [-0.1, -0.1, 0.0], [0.0, -0.1, -0.1], [0.1, 0.0, 0.1], [0.0, 0.0, 0.1], [0.0, 0.1, 0.0], [-0.1, 0.0, 0.0], [-0.1, -0.1, 0.0], [0.0, 0.0, 0.1], [-0.1, 0.0, 0.0], [0.0, 0.0, 0.0], [0.0, 0.0, 0.0], [0.0, 0.0, 0.1], [0.0, -0.1, 0.0], [-0.1, 0.0, 0.0], [0.0, -0.1, -0.1], [0.1, -0.1, 0.0], [0.0, -0.1, -0.1], [0.0, -0.1, 0.0], [-0.1, 0.0, 0.0], [0.0, 0.0, 0.1], [0.0, 0.0, 0.1], [0.1, 0.0, 0.0], [0.0, -0.1, 0.0], [0.0, 0.0, 0.1], [0.0, 0.0, -0.1], [-0.1, 0.1, 0.1]],
  "smiles": "CCCC(=O)N1CCC[C@H](C(=O)c2cccc(OC(C)C)c2)C1",
  "homo_lumo_gap_ev": 8.8855,
  "e_homo_ha": -0.3081
}


no.,LUMO level (eV),E_tot (eV),molar mass (g mol⁻¹)
1,-4.0,-8816.6195,90.10
2,-4.2,-83375.8326,864.20
3,0.5,-27774.6362,317.43